{"formula": "BrClO2S", "method": "ωB97M-V/def2-TZVPD", "species": ["O", "O", "S", "Cl", "Br"], "coordinates": [[-1.463, -0.633, 0.306], [0.024, 0.209, -1.839], [-0.168, -0.093, -0.117], [1.538, -1.254, 0.570], [0.070, 1.772, 1.081]], "atomic_forces_ev_per_a": [[2.8739, 0.5180, -0.6324], [-0.4392, -1.2685, 7.7859], [-0.9565, 0.3343, -5.9318], [-1.7029, 1.0415, -0.6469], [0.2247, -0.6254, -0.5747]], "lowdin_charge": [-0.4341, -0.4614, 0.2122, 0.2452, 0.4381], "total_energy_ha": -3582.7627, "homo_lumo_gap_ev": 8.47, "charge": 0, "smiles": "O=S(=O)(Cl)Br", "e_above_lowest_ev": 2.137}

{"formula": "C2H2KO6", "method": "ωB97M-V/def2-TZVPD", "species": ["K", "O", "C", "O", "O", "H", "O", "C", "O", "O", "H"], "coordinates": [[-22.612, 18.040, 3.813], [-21.387, 15.555, 0.526], [-20.735, 15.443, 1.691], [-20.315, 14.357, 2.131], [-20.606, 16.523, 2.317], [-21.260, 16.506, 0.495], [-24.483, 16.215, 7.878], [-23.778, 15.747, 6.840], [-23.461, 14.551, 6.847], [-23.303, 16.550, 6.008], [-24.404, 17.162, 7.746]], "atomic_forces_ev_per_a": [[0.4388, -1.2089, 0.3477], [-0.3296, -0.0923, -1.5426], [1.7674, -2.7290, 3.6192], [-0.7398, 0.3275, -1.4959], [-0.4746, 2.4460, 0.3697], [-0.6520, 0.6102, -0.8310], [-1.0919, 0.9897, 0.9277], [3.0778, -3.2387, -0.8925], [-1.1962, -0.1820, 0.4816], [-0.5164, 2.7131, -1.1750], [-0.2835, 0.3645, 0.1911]], "lowdin_charge": [0.9087, 0.0542, -0.8910, -0.0280, -0.1602, 0.0734, 0.0603, -0.8944, -0.0235, -0.1803, 0.0809], "total_energy_ha": -1128.9321, "homo_lumo_gap_ev": 6.17, "charge": -1, "e_above_lowest_ev": 0.000}

{"formula": "C2H3N4O3P", "method": "ωB97M-V/def2-TZVPD", "species": ["C", "C", "N", "N", "N", "N", "O", "O", "O", "P", "H", "H", "H"], "coordinates": [[-2.201, 2.205, 0.445], [-0.066, -0.813, 0.188], [-1.358, 2.748, -0.454], [-3.403, 2.747, 0.367], [-2.099, 3.688, -1.078], [-3.337, 3.589, -0.610], [0.390, 0.989, 2.526], [-1.833, -0.039, 3.398], [-0.875, -0.976, 1.313], [-1.024, 0.439, 2.248], [-0.163, 0.211, -0.030], [-0.647, -1.230, -0.661], [1.011, -1.039, 0.403]], "atomic_forces_ev_per_a": [[2.5218, -1.6089, 1.1325], [-0.5471, 0.2038, -0.2901], [-0.0541, 0.2357, 0.5710], [-0.8729, -1.7000, 1.2930], [-0.5050, -1.2882, -0.0375], [0.1640, 2.5413, -1.3209], [-2.3274, -0.5176, -1.0402], [-0.7693, 0.5734, -0.1628], [-0.5276, 0.7548, 1.3439], [1.9275, 0.2051, -0.2236], [0.7508, 1.6960, -0.7927], [1.1568, -0.7560, 0.1688], [-0.9175, -0.3393, -0.6413]], "lowdin_charge": [-0.3718, -0.2348, -0.1440, -0.1630, -0.2120, -0.2456, -0.4540, -0.4291, -0.3582, 0.4447, 0.0008, 0.0806, 0.0863], "total_energy_ha": -864.0678, "homo_lumo_gap_ev": [7.55, 7.55], "charge": -2, "e_above_lowest_ev": 2.199}

{"formula": "C33H33F4N7O4SSeSiTl", "method": "ωB97M-V/def2-TZVPD", "species": ["Tl", "O", "C", "O", "C", "C", "C", "C", "C", "C", "N", "C", "C", "C", "C", "C", "C", "N", "H", "H", "H", "H", "H", "H", "H", "H", "H", "H", "C", "Si", "C", "C", "N", "C", "C", "C", "C", "C", "C", "F", "H", "H", "H", "H", "H", "H", "H", "H", "H", "H", "H", "H", "H", "Se", "C", "N", "C", "C", "C", "C", "N", "C", "S", "N", "H", "H", "H", "H", "H", "C", "C", "C", "N", "H", "H", "H", "H", "H", "F", "C", "F", "F", "C", "O", "O"], "coordinates": [[-2.105, -0.883, 0.768], [6.102, 0.844, 0.825], [4.894, 1.352, 1.180], [4.845, 2.375, 1.805], [3.696, 0.575, 0.747], [3.761, -0.770, 0.404], [2.624, -1.449, 0.004], [1.411, -0.775, -0.071], [1.336, 0.568, 0.286], [2.473, 1.238, 0.695], [0.210, -1.397, -0.485], [0.241, -2.319, -1.352], [-1.020, -2.892, -1.859], [-0.993, -3.887, -2.825], [-2.190, -4.316, -3.374], [-3.365, -3.717, -2.959], [-3.296, -2.727, -1.990], [-2.155, -2.330, -1.441], [5.970, 0.105, 0.219], [4.685, -1.332, 0.494], [2.682, -2.507, -0.214], [0.385, 1.076, 0.211], [2.432, 2.281, 0.976], [1.160, -2.677, -1.817], [-0.044, -4.293, -3.148], [-2.200, -5.091, -4.129], [-4.323, -3.996, -3.375], [-4.193, -2.216, -1.655], [-0.342, -3.693, 1.914], [0.085, -2.225, 2.996], [1.972, -2.212, 3.014], [-0.493, -2.525, 4.749], [-0.597, -0.753, 2.284], [-0.285, 0.481, 2.854], [0.582, 0.640, 3.948], [0.919, 1.883, 4.461], [0.401, 3.046, 3.916], [-0.471, 2.935, 2.844], [-0.777, 1.689, 2.355], [-1.636, 1.630, 1.296], [-0.015, -4.584, 2.458], [0.216, -3.661, 0.976], [-1.398, -3.830, 1.686], [2.314, -3.251, 3.046], [2.411, -1.703, 3.871], [2.378, -1.750, 2.113], [0.040, -3.399, 5.138], [-1.558, -2.735, 4.801], [-0.282, -1.684, 5.409], [1.014, -0.227, 4.420], [1.600, 1.931, 5.302], [0.662, 4.017, 4.314], [-0.927, 3.797, 2.376], [-4.005, -2.779, 1.106], [-3.971, -3.075, 2.917], [-3.965, -3.345, 4.039], [4.440, 2.978, -3.764], [3.028, 2.739, -4.213], [2.362, 3.663, -5.016], [1.057, 3.343, -5.338], [0.450, 2.239, -4.939], [1.161, 1.382, -4.160], [0.388, -0.049, -3.617], [2.448, 1.626, -3.789], [5.004, 3.563, -4.491], [4.936, 2.022, -3.603], [4.451, 3.522, -2.817], [2.834, 4.571, -5.367], [0.468, 4.017, -5.957], [-2.235, 3.285, -3.269], [-2.094, 1.773, -3.431], [-1.992, 1.095, -2.145], [-1.932, 0.577, -1.127], [-2.433, 3.732, -4.242], [-1.309, 3.713, -2.886], [-3.047, 3.547, -2.591], [-1.189, 1.492, -3.983], [-2.948, 1.338, -3.954], [-3.815, 2.342, 3.379], [-4.278, 1.174, 2.909], [-5.399, 0.883, 3.586], [-3.368, 0.231, 3.236], [-4.563, 1.247, 1.378], [-5.361, 2.098, 1.040], [-3.963, 0.395, 0.649]], "atomic_forces_ev_per_a": [[-0.3204, -0.0625, -0.1204], [-0.0336, -0.0318, -0.0445], [0.0538, 0.1127, 0.1152], [-0.0175, -0.0854, -0.0524], [0.0265, 0.0351, -0.0280], [0.0776, -0.0287, -0.1456], [0.0249, 0.1254, -0.3736], [-0.1238, 0.0336, -0.2567], [0.1826, -0.0298, -0.1725], [-0.0914, -0.0258, -0.0186], [0.1519, -0.3106, 0.0255], [-0.0554, 0.3053, 0.0742], [0.0330, 0.1479, -0.1686], [-0.0328, 0.0139, 0.0231], [0.0392, -0.0209, 0.0078], [0.0009, 0.0254, -0.0300], [-0.0434, 0.1191, 0.0055], [-0.0329, -0.1663, 0.0317], [0.0358, 0.0284, -0.0020], [-0.0028, 0.0126, 0.0139], [-0.0250, -0.0050, 0.0080], [0.0710, -0.0080, -0.0902], [-0.0176, 0.0062, 0.0225], [0.0263, 0.0814, -0.0427], [0.0063, 0.0032, -0.0096], [-0.0058, 0.0046, -0.0030], [0.0049, -0.0090, 0.0000], [0.0078, -0.0220, 0.0259], [0.0036, -0.0594, 0.0533], [-0.0062, 0.1944, -0.1359], [-0.0496, 0.0972, 0.0720], [0.0604, -0.0565, -0.0313], [0.2455, -0.0219, 0.6418], [-0.1429, -0.1295, -0.0571], [0.0374, 0.0426, 0.0681], [-0.0094, -0.0053, -0.0425], [0.0248, 0.0091, 0.0274], [-0.0291, -0.0221, -0.0522], [-0.0360, 0.1303, 0.1375], [0.1310, 0.1709, 0.1527], [0.0008, -0.0007, -0.0024], [-0.0043, -0.0127, 0.0213], [-0.0737, 0.0320, -0.0045], [0.0043, -0.0219, -0.0250], [-0.0215, -0.0040, 0.0655], [-0.1154, -0.1531, 0.4521], [-0.0099, 0.0165, 0.0148], [-0.1586, -0.0131, -0.0289], [-0.0094, -0.0137, -0.0150], [-0.0026, -0.0504, -0.0250], [0.0012, 0.0094, -0.0075], [-0.0041, -0.0041, -0.0026], [-0.0050, 0.0055, 0.0008], [0.0738, -0.1526, 0.0627], [0.1362, 0.0576, -0.1058], [0.0018, 0.0291, 0.0842], [0.1056, -0.0390, 0.0252], [-0.1154, -0.0820, 0.0388], [-0.0189, -0.0389, 0.0087], [0.0114, 0.1147, -0.0622], [0.2137, 0.0332, -0.1073], [0.2714, -0.0336, 0.0112], [0.7187, -0.6378, -0.1519], [-0.0121, 0.0922, -0.0495], [-0.0273, 0.0159, -0.0193], [0.0159, -0.0164, 0.0169], [-0.0332, -0.0037, 0.0198], [0.0084, -0.0029, 0.0063], [-0.0182, -0.0161, -0.0028], [-0.0311, -0.0253, -0.0079], [-0.2863, 0.1531, 0.2874], [-0.0926, 0.1023, -0.1430], [0.0119, -0.1604, 0.0627], [0.0280, 0.0020, -0.0144], [0.0174, -0.0107, 0.0184], [-0.0323, 0.0313, -0.0006], [-0.5402, 0.2182, 0.0059], [-0.0509, 0.0071, 0.0007], [0.0092, 0.0158, 0.0144], [-0.0387, -0.0096, -0.0609], [0.0156, -0.0014, 0.0154], [0.0126, -0.0161, 0.0263], [0.0394, -0.0376, 0.0105], [-0.0184, 0.0111, 0.0121], [-0.1467, 0.0117, -0.0744]], "lowdin_charge": [0.8012, 0.1036, -0.4752, 0.1186, -0.1289, -0.0367, -0.0429, -0.2613, 0.0110, 0.0341, 0.0663, -0.1470, -0.2543, 0.0018, -0.0442, -0.0358, -0.1733, 0.0454, 0.0882, 0.1191, 0.1215, 0.0990, 0.1299, 0.1248, 0.1194, 0.1100, 0.1096, 0.0969, -0.1678, 0.4143, -0.1465, -0.1529, -0.1440, -0.3103, -0.0413, -0.0841, -0.0954, -0.0125, -0.2551, -0.0068, 0.0416, 0.0160, -0.0229, 0.0395, 0.0311, -0.0040, 0.0360, 0.0034, 0.0263, 0.0653, 0.1019, 0.0974, 0.1248, 0.7124, -0.7864, 0.0531, -0.0486, -0.3676, -0.0572, -0.1679, 0.0128, -0.8375, 0.5792, 0.0772, 0.0678, 0.0699, 0.0780, 0.0914, 0.0995, -0.0884, -0.2570, -0.1783, 0.1624, 0.0709, 0.0747, 0.0742, -0.0205, 0.1249, 0.1476, -0.5360, 0.1502, 0.0992, -0.5729, 0.0848, -0.1666], "total_energy_ha": -5622.7854, "homo_lumo_gap_ev": 5.80, "charge": -1, "e_above_lowest_ev": 0.969}

{"formula": "C6H12O", "method": "ωB97M-V/def2-TZVPD", "species": ["C", "C", "C", "C", "C", "C", "H", "H", "H", "H", "H", "H", "H", "H", "H", "H", "H", "H", "O"], "coordinates": [[-2.923, -0.589, 0.068], [-1.997, 0.766, -0.145], [-0.684, 0.543, 0.510], [0.380, -0.507, -0.224], [2.650, -0.031, -0.344], [3.820, 0.109, 0.129], [-2.399, -1.466, -0.735], [-3.850, -0.449, -0.380], [-2.967, -1.022, 1.250], [-2.614, 1.478, 0.087], [-2.054, 0.992, -1.129], [-0.618, 0.139, 1.867], [0.003, 1.425, 0.519], [-0.101, -1.400, -0.196], [0.348, -0.226, -1.259], [2.435, 0.229, -1.180], [4.371, -0.213, 1.162], [4.654, 0.643, -0.421], [1.546, -0.420, 0.419]], "atomic_forces_ev_per_a": [[4.3924, -2.2093, 0.0369], [0.1643, -7.0487, 2.1250], [4.0128, -0.7726, 2.8356], [-4.1415, 3.6796, 0.2065], [-1.3072, -3.0840, 9.7369], [7.0890, 0.3868, 3.4114], [-1.4594, 2.1860, 2.7897], [-1.9374, 0.2736, -0.2681], [0.1678, 1.3514, -3.5756], [-2.8536, 4.5501, 3.1615], [1.1635, -0.1837, -3.7980], [-0.7810, 1.2856, -4.3267], [-0.9453, -0.1697, 0.2311], [-0.7769, -3.2550, 0.4187], [0.6226, 0.4313, -0.7825], [-2.7271, 3.2067, -10.3120], [-2.4279, 0.6370, -2.2748], [-1.4734, -0.8927, -0.0499], [3.2182, -0.3725, 0.4345]], "lowdin_charge": [-0.0929, -0.2631, -0.1623, -0.2663, -0.2074, 0.0140, 0.1256, -0.0071, 0.1271, 0.0320, 0.0695, 0.2103, 0.0926, 0.0662, 0.1184, 0.0168, 0.1215, 0.0731, -0.0681], "total_energy_ha": -310.8219, "homo_lumo_gap_ev": 10.08, "charge": 0, "e_above_lowest_ev": 6.459}

{"formula": "C5H13NO", "method": "ωB97M-V/def2-TZVPD", "species": ["C", "C", "C", "C", "C", "N", "O", "H", "H", "H", "H", "H", "H", "H", "H", "H", "H", "H", "H", "H"], "coordinates": [[-0.209, 0.371, -0.603], [0.561, 0.789, 0.615], [2.833, -0.388, 0.791], [-2.716, 0.244, -0.194], [-0.171, -1.118, -0.898], [-1.455, 0.903, 0.113], [2.090, 0.561, 0.076], [-1.540, 1.909, -0.014], [0.007, 0.979, -1.483], [0.616, 1.858, 0.820], [0.454, 0.131, 1.480], [3.909, -0.216, 0.647], [2.609, -1.414, 0.455], [2.647, -0.340, 1.879], [-2.697, -0.800, 0.125], [-2.940, 0.295, -1.263], [-3.530, 0.740, 0.344], [0.827, -1.389, -1.250], [-0.931, -1.395, -1.635], [-0.363, -1.721, -0.006]], "atomic_forces_ev_per_a": [[-1.6692, 1.4719, 2.3692], [5.3791, -1.2187, -2.1401], [-0.0785, -0.1000, 0.2935], [-0.0665, 0.3507, -0.1379], [-0.2813, 0.1463, 0.2178], [-1.1521, -0.8731, -0.9218], [-1.4823, 0.5173, 1.1692], [0.1304, -0.3707, -0.1795], [0.1971, -0.1543, -0.0070], [-0.4936, -0.2984, 0.0966], [-0.2265, 0.2966, -0.2266], [-0.2620, 0.0616, -0.1055], [0.0359, 0.0300, 0.1030], [0.0313, -0.0174, -0.2163], [0.0314, 0.1012, -0.0655], [-0.2394, -0.2090, -0.1221], [0.1088, -0.0731, -0.0243], [-0.1848, 0.1380, -0.1247], [0.2453, 0.0384, -0.0570], [-0.0232, 0.1627, 0.0792]], "lowdin_charge": [-0.3483, -0.0836, -0.1882, -0.1364, -0.0525, -0.1201, -0.2526, 0.1081, 0.1424, 0.1196, 0.1179, 0.0789, 0.0701, 0.0781, 0.0734, 0.0743, 0.0765, 0.0798, 0.0763, 0.0864], "total_energy_ha": -328.2200, "homo_lumo_gap_ev": 9.73, "charge": 0, "smiles": "CN[C@H](C)COC", "e_above_lowest_ev": 2.689}